# C66H147N9O9

A 9-piece molecular cluster, C66H147N9O9 overall in a non-equilibrium geometry (ωB97M-V with the def2-TZVPD basis set, the Open Molecules 2025 dataset).

The geometry in XYZ format:
```
231
Properties=species:S:1:pos:R:3:forces:R:3:lowdin_spin:R:1
C 2.753180 4.706326 -6.588909 -0.097 -1.658 0.633 0.0000
C 2.947310 3.134946 -6.355939 0.229 1.576 -2.532 0.0000
C 1.739230 2.382426 -6.962259 -0.224 -1.394 1.538 0.0000
O 1.776300 1.086976 -6.313399 -0.686 -0.453 -0.400 0.0000
C 0.761140 0.090626 -6.628089 1.187 0.967 0.533 0.0000
N 4.087640 2.716406 -7.205319 0.256 0.066 0.308 0.0000
H 2.141810 4.877586 -7.474899 -0.029 0.050 0.085 0.0000
H 3.692610 5.243566 -6.719119 0.071 -0.203 0.103 0.0000
H 2.258860 5.070476 -5.688269 -0.161 0.352 -0.219 0.0000
H 3.138790 2.934786 -5.301719 -0.518 -0.182 0.053 0.0000
H 1.814330 2.239116 -8.040189 0.379 0.364 -0.081 0.0000
H 0.753680 2.793536 -6.743679 -0.023 0.555 0.154 0.0000
H 1.014360 -0.478474 -7.522579 0.166 -0.086 -0.006 0.0000
H -0.249180 0.476976 -6.762569 -0.030 0.441 0.106 0.0000
H 0.794550 -0.514754 -5.722279 -0.236 -0.386 -0.479 0.0000
H 4.890880 3.310816 -7.058399 0.010 0.319 0.064 0.0000
H 4.425700 1.799786 -6.949159 -0.271 -0.358 0.024 0.0000
C -10.579600 -0.313244 -1.184429 1.280 -1.435 -1.522 0.0000
C -9.127080 -0.773144 -0.787749 1.315 0.594 0.153 0.0000
C -7.829280 -0.209574 -1.593169 -1.245 -0.308 -0.345 0.0000
O -6.606090 -0.566824 -0.935539 -0.651 -1.347 0.597 0.0003
C -5.385200 -0.270284 -1.607059 -1.477 1.795 -0.150 0.0000
N -8.959820 -0.396684 0.581711 0.236 1.302 1.367 0.0000
H -10.972090 -1.224114 -1.636499 -0.622 0.175 -0.056 0.0000
H -10.589260 0.419736 -1.991109 0.086 0.247 0.192 0.0000
H -11.245050 -0.019914 -0.372489 0.541 -0.003 0.162 0.0000
H -9.029480 -1.855104 -0.698689 -0.199 -0.240 -1.054 0.0000
H -7.868080 0.876896 -1.671839 -0.215 0.302 0.219 0.0000
H -7.858850 -0.567254 -2.622379 0.225 -0.346 -0.150 0.0000
H -5.317970 -0.707704 -2.603179 0.276 -0.606 0.229 0.0000
H -4.545850 -0.393064 -0.922569 -0.081 -0.563 -0.216 0.0000
H -5.473930 0.802786 -1.776589 0.627 0.347 -0.323 0.0000
H -7.970180 -0.313724 0.765651 0.323 -0.363 0.299 0.0001
H -9.238010 0.574166 0.594291 -0.320 0.406 0.594 0.0000
C 5.071250 3.299676 1.959811 -0.914 0.481 1.100 0.0000
C 5.724780 3.088906 0.657461 -0.512 -0.565 -0.768 0.0000
C 4.921720 2.161836 -0.308879 1.582 0.762 0.818 0.0000
O 5.860370 1.770036 -1.327009 -0.732 -1.733 -0.514 0.0000
C 5.518350 0.486026 -1.931669 -0.691 0.404 0.222 0.0000
N 5.946720 4.437286 0.101581 0.228 -0.946 -0.529 0.0000
H 4.698900 2.392506 2.435731 0.038 0.060 0.036 0.0000
H 4.268260 4.027076 1.840631 -0.216 -0.124 0.126 0.0000
H 5.818290 3.774786 2.595661 -0.126 -0.047 0.382 0.0000
H 6.644500 2.559636 0.906631 0.351 -0.135 -0.654 0.0000
H 4.047000 2.675366 -0.707949 -0.065 0.087 -0.315 0.0000
H 4.571930 1.330686 0.303461 0.057 -0.394 -0.184 0.0000
H 4.436480 0.418026 -2.045829 -0.248 0.310 -0.303 0.0000
H 5.741990 -0.426954 -1.379799 0.560 0.345 0.913 0.0000
H 5.960540 0.289176 -2.908309 0.238 0.873 -0.005 0.0000
H 6.853550 4.726126 0.439701 0.148 0.411 0.018 0.0000
H 6.080850 4.273336 -0.885959 0.185 0.371 -0.419 0.0000
C -0.214410 2.320176 5.416161 1.286 0.387 1.184 0.0000
C -0.786140 2.826946 4.113201 -2.745 1.357 0.248 0.0000
C -1.802740 3.987866 4.437231 0.676 -0.095 0.018 0.0000
C -1.138030 5.301716 4.678061 1.095 2.006 0.732 0.0000
C -0.167050 5.778336 3.550921 -1.517 -0.945 1.223 0.0000
C 0.830510 4.667096 3.226171 -0.012 -0.039 -1.006 0.0000
N 0.067020 3.379136 3.069881 -1.760 2.456 0.782 0.0000
O 0.785670 2.404146 2.479971 1.357 -1.589 -1.155 0.0000
C 1.381310 5.173466 1.829361 1.089 -1.689 0.735 0.0000
C 1.936420 4.449446 4.307571 -0.051 1.995 -0.239 0.0000
C -1.656860 1.676606 3.557011 0.671 -0.736 -1.151 0.0001
H -0.889190 1.638096 5.933391 -0.049 -0.142 -0.227 0.0000
H -0.005390 3.102546 6.145751 -0.288 0.454 -0.091 0.0000
H 0.779390 1.876606 5.355331 -0.146 -0.544 -0.520 0.0000
H -2.499270 4.251336 3.641291 -0.098 -0.958 -0.492 0.0000
H -2.399910 3.747736 5.316911 -0.030 -0.288 0.028 0.0000
H -0.600520 5.385206 5.622641 0.258 -0.590 0.216 0.0000
H -1.932420 6.023126 4.869381 -0.112 0.334 -0.411 0.0000
H 0.342280 6.717736 3.765881 0.130 -0.123 0.411 0.0000
H -0.783080 6.009296 2.681871 0.074 -0.297 -0.270 0.0000
H 1.884020 4.315226 1.383491 0.136 0.086 -0.343 0.0000
H 0.691860 5.590636 1.095381 -0.438 -0.198 0.428 0.0000
H 2.168090 5.908296 1.999971 -0.093 0.093 0.153 0.0000
H 2.281500 3.429356 4.476181 -0.320 0.173 -0.045 0.0000
H 2.797430 5.103166 4.168221 0.444 -0.323 -0.883 0.0000
H 1.606070 4.995366 5.191281 -0.508 -0.947 0.676 0.0000
H -1.113160 0.741666 3.692561 0.149 -0.232 -0.141 0.0000
H -1.828480 1.774606 2.485081 0.098 0.205 -0.209 0.0000
H -2.657090 1.496466 3.950941 0.011 0.683 0.717 0.0000
H 0.281290 2.342346 1.665491 0.569 -0.640 -0.535 0.0000
C -3.245160 -3.378804 5.788531 0.042 0.095 -0.963 0.0144
C -3.943300 -3.863714 4.455651 -0.909 0.208 1.466 0.0398
C -5.392590 -4.297434 4.730231 -0.754 0.122 1.014 0.0025
C -6.340780 -4.423584 3.575171 0.188 0.021 -1.703 0.0003
C -6.429660 -3.060154 2.844301 0.053 -2.400 1.252 0.0010
C -5.036460 -2.544344 2.474151 -2.313 2.679 -1.424 0.0548
N -4.005660 -2.703884 3.511641 -1.416 -1.749 -0.863 0.6154
O -2.872760 -2.064664 3.268231 0.474 -0.056 0.134 0.1148
C -4.596670 -3.095444 1.089571 1.168 -1.028 -0.054 0.0508
C -5.282190 -0.973984 2.081241 2.475 -1.040 0.680 0.0319
C -3.168010 -5.027224 3.861431 1.109 -0.201 -0.823 0.0381
H -3.245640 -4.083494 6.620101 -0.333 -0.490 -0.473 0.0011
H -3.710540 -2.481804 6.197101 0.020 0.169 -0.245 -0.0002
H -2.196690 -3.214854 5.539671 -0.011 0.320 0.203 -0.0002
H -5.388110 -5.161634 5.394501 0.352 -0.326 -0.332 -0.0004
H -5.924150 -3.585894 5.362091 0.449 0.619 0.276 0.0001
H -7.348180 -4.699634 3.886711 0.150 -0.076 0.248 0.0002
H -6.079780 -5.112834 2.772091 0.425 -0.650 0.411 0.0002
H -7.054390 -2.511734 3.549311 0.359 1.128 -0.581 0.0007
H -6.953480 -3.324704 1.925761 -0.174 0.889 0.025 -0.0006
H -3.853780 -2.462694 0.603921 -0.053 0.115 0.234 0.0014
H -4.125350 -4.076064 1.155511 -0.026 -0.118 0.184 -0.0002
H -5.410420 -3.233454 0.377631 -0.354 0.403 0.443 0.0048
H -5.418890 -0.315104 2.938731 -0.727 -0.166 -0.018 0.0005
H -4.303560 -0.702804 1.685211 0.045 0.465 -0.163 -0.0001
H -5.957240 -0.874544 1.231241 -0.365 -0.225 0.485 0.0015
H -3.242510 -5.151074 2.781051 -0.506 0.076 0.025 -0.0003
H -3.470870 -5.967584 4.321951 -0.056 0.193 0.112 0.0048
H -2.095520 -4.895624 4.004791 0.023 0.021 0.264 0.0012
H -3.011490 -1.254244 3.763801 0.705 1.191 0.105 0.0203
C 9.845970 -0.278294 3.161311 0.478 0.154 1.047 0.0000
C 9.202490 -1.644724 3.043001 0.412 0.840 0.568 0.0000
C 8.888400 -2.267944 4.464121 1.033 -0.408 -1.083 0.0000
C 7.671920 -1.816404 5.269261 -0.323 0.720 -2.087 0.0000
C 6.421790 -1.811494 4.270191 2.265 0.611 0.979 0.0000
C 6.731750 -0.989714 2.948591 -0.181 -1.981 0.095 0.0000
N 7.977830 -1.469654 2.332191 -1.566 -1.820 0.798 0.0000
O 8.185390 -0.969954 1.043071 -0.313 0.006 -0.258 0.0000
C 5.559820 -1.499564 2.052231 -0.971 0.762 0.395 0.0000
C 6.634360 0.501866 3.228171 -1.200 -0.605 -0.555 0.0000
C 10.225510 -2.527554 2.250531 -0.536 -0.356 0.251 0.0000
H 9.885610 0.224036 2.194781 0.316 -0.135 0.071 0.0000
H 10.820970 -0.473974 3.607621 0.317 0.654 -0.218 0.0000
H 9.294700 0.361856 3.850091 -0.039 0.062 0.030 0.0000
H 8.852970 -3.344754 4.298811 -0.108 -0.173 0.078 0.0000
H 9.803220 -2.068054 5.022011 0.050 -0.180 0.274 0.0000
H 7.930070 -0.805354 5.584271 -0.503 0.158 0.348 0.0000
H 7.577190 -2.459544 6.144191 -0.299 0.093 -0.074 0.0000
H 5.540460 -1.344664 4.709991 0.012 -0.054 0.135 0.0000
H 6.196270 -2.856154 4.055861 -0.046 0.054 -0.305 0.0000
H 5.048810 -0.766614 1.427931 0.890 0.221 -0.837 0.0000
H 5.742820 -2.451274 1.553361 0.307 0.278 -0.168 0.0000
H 4.693510 -1.679914 2.688691 0.038 -0.360 0.530 0.0000
H 5.551470 0.613666 3.282571 -0.107 0.527 0.597 0.0000
H 7.099980 0.799146 4.167811 0.092 0.218 -0.330 0.0000
H 6.879440 1.081066 2.337911 0.631 0.047 0.289 0.0000
H 9.962120 -3.580694 2.348661 -0.013 -0.108 -0.098 0.0000
H 11.259320 -2.411534 2.575901 -0.157 0.076 0.579 0.0000
H 10.309730 -2.291814 1.189661 -0.504 0.211 -0.001 0.0000
H 8.082200 -1.818824 0.606751 0.074 0.332 -0.969 0.0000
C 1.663180 -7.816084 -6.768789 0.274 0.539 0.696 0.0000
C 1.407590 -6.314984 -6.434269 -0.576 -1.349 0.295 0.0000
C -0.090420 -6.231024 -6.169729 -1.683 0.742 0.013 0.0000
C -0.559660 -4.826964 -5.697139 2.082 -1.202 -0.779 0.0000
C 0.190700 -4.556894 -4.372609 -0.456 0.821 -0.252 0.0000
C 1.751110 -4.766774 -4.343509 0.459 -0.966 -0.312 0.0000
N 2.106080 -6.018644 -5.148869 -4.855 1.306 0.267 0.0000
O 3.425640 -6.194954 -5.281079 2.479 -0.628 0.526 0.0000
C 2.423030 -3.564294 -4.998119 -0.061 1.075 -0.184 0.0000
C 2.342360 -4.955874 -2.846989 -1.159 0.689 -0.890 0.0000
C 1.848670 -5.542794 -7.667799 1.325 0.897 0.589 0.0000
H 1.051220 -8.103844 -7.623659 0.052 -0.085 0.081 0.0000
H 1.402410 -8.396114 -5.883539 -0.151 -0.213 -0.098 0.0000
H 2.715230 -8.006604 -6.980929 -0.020 0.071 -0.182 0.0000
H -0.651330 -6.561664 -7.043889 0.214 0.338 -0.543 0.0000
H -0.491800 -6.938714 -5.444349 0.750 -0.298 0.493 0.0000
H -1.643830 -4.719524 -5.663299 0.082 -0.111 0.428 0.0000
H -0.204320 -4.143284 -6.468129 -0.111 0.377 0.050 0.0000
H -0.381450 -5.058874 -3.592379 0.477 -0.350 0.307 0.0000
H 0.009240 -3.491514 -4.230639 0.330 0.193 0.571 0.0000
H 3.473220 -3.708054 -5.252139 -0.005 -0.231 0.287 0.0000
H 1.950930 -3.206104 -5.912959 -0.288 -0.598 -0.300 0.0000
H 2.326020 -2.655524 -4.404119 0.254 -0.078 0.631 0.0000
H 2.009720 -4.159104 -2.181709 -0.283 0.537 -0.452 0.0000
H 1.944860 -5.824814 -2.322549 0.263 -0.498 -0.491 0.0000
H 3.426350 -4.867744 -2.774129 0.029 -0.489 -0.454 0.0000
H 1.537620 -4.498154 -7.675629 -0.626 -0.176 -0.431 0.0000
H 1.736110 -6.088674 -8.604519 -0.593 0.246 0.079 0.0000
H 2.927120 -5.413164 -7.576929 0.319 -0.242 0.017 0.0000
H 3.430340 -6.956984 -4.697219 1.565 -0.303 -0.100 0.0000
C 0.682500 -0.973334 1.374921 -1.580 -1.051 -1.436 0.0001
C 0.904240 -1.850244 0.073031 3.506 0.445 0.765 0.0000
C 0.109070 -3.133544 -0.076249 -2.049 0.702 0.381 0.0000
C -1.345990 -2.718924 -0.457529 2.241 -0.833 1.138 0.0002
C -1.310790 -2.063644 -1.797219 -0.732 0.791 -0.689 0.0000
C -0.449240 -0.729004 -1.806649 0.399 0.377 -0.601 0.0000
N 0.865660 -1.030294 -1.143009 -2.515 -2.858 -0.620 0.0000
O 1.787320 -0.029874 -1.109769 0.480 1.179 -0.183 0.0000
C -0.170080 -0.287364 -3.254799 1.046 -0.368 -1.171 0.0000
C -1.261880 0.447436 -1.204679 -0.261 -0.733 0.806 0.0000
C 2.373330 -2.382824 0.309961 -0.142 0.171 0.143 0.0000
H 1.423980 -0.205704 1.596401 0.429 -0.627 -0.048 0.0000
H 0.525960 -1.764394 2.108281 0.118 0.663 0.781 0.0000
H -0.230880 -0.402314 1.208291 -0.321 -0.080 0.438 0.0000
H 0.519290 -3.887334 -0.748269 0.171 0.556 -0.471 0.0000
H 0.027770 -3.693734 0.855241 0.324 0.334 0.485 0.0000
H -1.566980 -1.971964 0.304921 -0.654 -0.043 0.136 0.0001
H -1.910790 -3.632794 -0.273279 -0.751 0.300 -0.683 0.0001
H -2.343810 -1.843144 -2.066199 -0.185 0.725 -0.097 0.0000
H -1.062900 -2.755164 -2.602489 0.773 0.013 0.183 0.0000
H -1.004100 -0.282444 -3.956579 -0.556 0.023 0.521 0.0000
H 0.346990 0.658816 -3.414469 -0.412 0.567 0.826 0.0000
H 0.562550 -0.881344 -3.801189 0.044 -0.975 0.517 0.0000
H -1.621250 0.145976 -0.220769 -0.188 0.150 0.222 0.0000
H -0.735280 1.392766 -1.073709 0.382 -0.197 -0.224 0.0000
H -2.148360 0.643286 -1.807909 0.032 -0.015 -0.182 0.0000
H 3.134960 -1.606464 0.237241 -0.079 0.027 -0.166 0.0000
H 2.660620 -3.255394 -0.276709 -0.110 0.221 -0.460 0.0000
H 2.433330 -2.742304 1.337231 -0.108 0.047 0.179 0.0000
H 2.445470 -0.421894 -1.688359 0.545 0.580 -0.113 0.0000
C -6.358180 3.246066 -0.529149 0.314 0.494 1.093 0.0000
C -5.244650 3.870766 0.372131 -0.392 1.142 -1.442 0.0000
C -3.960960 3.281796 -0.222129 1.389 0.353 0.872 0.0000
C -2.676680 4.061666 0.075421 -0.935 0.951 -0.053 0.0000
C -2.907380 5.499536 -0.429339 0.535 -1.457 -0.181 0.0000
C -4.069530 6.209086 0.226971 -0.644 0.653 -1.925 0.0000
N -5.282270 5.350116 0.188441 3.326 -1.676 -1.892 0.0000
O -6.412820 5.957106 0.635151 -1.191 0.327 0.154 0.0000
C -3.689160 6.512616 1.634241 -0.752 0.887 1.693 0.0000
C -4.430550 7.512106 -0.689789 1.263 -0.661 1.442 0.0000
C -5.448280 3.569926 1.815961 -0.797 -0.947 1.076 0.0001
H -6.116610 3.405146 -1.580079 -0.076 -0.022 0.063 0.0000
H -7.320570 3.700346 -0.293469 -0.127 -0.180 -0.022 0.0000
H -6.372260 2.182596 -0.290539 -0.284 -0.135 -0.172 0.0000
H -3.818020 2.292756 0.213131 -0.357 -0.425 -0.361 0.0000
H -4.007350 3.258376 -1.310889 -0.306 -0.336 -0.001 0.0000
H -1.821470 3.672766 -0.477279 -0.017 -0.294 0.096 0.0000
H -2.420260 4.110876 1.133681 0.020 -0.364 0.127 0.0000
H -3.091880 5.389076 -1.497909 0.218 0.399 -0.223 0.0000
H -1.942600 5.959166 -0.214739 -0.262 0.869 -0.374 0.0000
H -4.604380 6.866906 2.108541 0.016 0.252 0.353 0.0000
H -3.401320 5.637196 2.216381 0.027 -0.205 -0.332 0.0000
H -2.913010 7.248706 1.843651 0.043 0.200 -0.566 0.0000
H -4.569220 7.329586 -1.755419 -0.689 -0.761 0.202 0.0000
H -5.233910 8.082626 -0.223729 -0.051 -0.069 -0.272 0.0000
H -3.553080 8.154696 -0.762049 0.202 0.183 0.630 0.0000
H -6.464610 3.797506 2.137491 -0.051 0.641 -0.127 0.0000
H -4.760090 4.100986 2.473571 0.045 -0.234 -0.068 0.0000
H -5.449510 2.498026 2.013801 0.630 -0.316 0.017 0.0001
H -6.818340 6.045196 -0.230519 -1.004 0.649 0.313 0.0000
```
Forces are in eV/Å.

Values from the calculation:
2S+1: 2
Strongest force on any atom in eV/Å: 5.04
LUMO (alpha / beta) in eV: -2.3 / -6.3
Expectation value of S²: 0.754
Energy in eV: -102642.1073
Total charge: +1
HOMO (alpha / beta) in eV: -9.15 / -9.15